# 1
Computed, not measured: a 2-piece molecular cluster, C15H19N3 overall, with wB97M-V/def2-TZVPD.

Values from the calculation:
Expectation value of S² ... 0.762
LUMO (alpha / beta) ... -2.49 / -7.65 eV

Geometry as ORCA input:
```
! wB97M-V def2-TZVPD RIJCOSX def2/J DEFGRID3
* xyz 1 2
C 1.11267 -1.99847 1.49672
C 1.75784 -2.66146 2.67036
C 0.23407 -0.87146 2.08251
C -0.73289 -0.73271 3.04810
C 0.48898 0.50518 1.58192
C -0.48817 1.37306 2.28258
C 1.32503 0.94102 0.63566
C -0.52838 2.76006 1.93413
C 1.32729 2.33346 0.33873
C 0.42038 3.14337 1.00494
N -1.24858 0.59094 3.18812
H 1.85396 -1.51972 0.94525
H 0.39359 -2.61107 0.85430
H 1.08080 -2.91878 3.36094
H -1.08195 -1.55945 3.57229
H -1.69143 0.91257 3.98071
H 2.14168 0.34014 0.01238
H -1.28805 3.39135 2.37358
H 2.08468 2.54910 -0.37607
H 0.45028 4.21361 0.77854
H 2.64652 -2.03024 2.97979
H 2.19746 -3.62334 2.29273
C -1.07329 -1.36969 -1.93563
C 0.16656 -2.02138 -2.63045
C -1.23800 -0.06152 -2.62043
C -0.91336 1.15147 -1.98930
C -1.48994 1.39627 -4.26243
N -1.52325 0.10445 -3.97808
N -1.21565 2.05769 -3.06534
H -1.94676 -2.07470 -2.11028
H -0.92767 -1.26556 -0.79524
H -0.25670 -2.32795 -3.55912
H -0.66286 1.51267 -1.03840
H -1.65250 1.81102 -5.26084
H -1.08278 2.98421 -3.07712
H 0.29819 -3.01516 -2.05254
H 1.06225 -1.40900 -2.66301
*
```

---

# 2
Computed, not measured: C3H5Br2Cl as an isolated structure, with wB97M-V/def2-TZVPD.

Values from the calculation:
LUMO ... -1.10 eV

Geometry as ORCA input:
```
! wB97M-V def2-TZVPD RIJCOSX def2/J DEFGRID3
* xyz 0 1
C 0.36576 1.28735 0.00062
C -0.59637 0.15158 0.31208
C -0.02986 -1.20066 0.04502
Cl 0.48081 -1.14717 -2.21011
Br -1.25540 -2.62075 0.13159
Br 1.60485 -1.62169 0.84730
H -0.08263 2.24128 0.27328
H 0.59535 1.29346 -1.06212
H 1.29884 1.17490 0.55523
H -1.51507 0.26764 -0.26964
H -0.86627 0.17407 1.37675
*
```

---

# 3
Computed, not measured: a 2-piece molecular cluster, C3H9N2O3 overall, with wB97M-V/def2-TZVPD.

Values from the calculation:
LUMO ... 3.99 eV

Geometry as ORCA input:
```
! wB97M-V def2-TZVPD RIJCOSX def2/J DEFGRID3
* xyz -1 1
C 0.40242 -0.65357 1.69580
N -0.55901 -1.03391 0.72714
C -1.17598 -0.08414 -0.17030
O -0.91484 1.11778 0.08663
O -1.86075 -0.58707 -1.06588
C 1.85256 -0.45075 1.18762
N 2.16964 -1.33634 0.07625
H 0.43717 -1.40834 2.48764
H 0.10169 0.26724 2.17612
H -0.53569 -1.96146 0.34557
H 1.93565 0.60914 0.89438
H 2.54317 -0.58368 2.02860
H 2.85131 -0.90220 -0.53821
H 1.33562 -1.41058 -0.50133
H -0.59931 2.11782 -1.20937
H -0.16711 2.01391 -2.66454
O -0.28924 2.67563 -1.97821
*
```

---

# 4
Computed, not measured: a 2-piece molecular cluster, CH4FNS2 overall, with wB97M-V/def2-TZVPD.

Values from the calculation:
LUMO ... -1.87 eV

Geometry as ORCA input:
```
! wB97M-V def2-TZVPD RIJCOSX def2/J DEFGRID3
* xyz 0 1
C -0.65841 -0.19976 -0.37389
N -0.92680 1.21078 -0.46098
S -2.21568 1.61673 -1.46688
S -0.06151 2.30112 0.26779
H 0.26716 -0.41989 -0.98265
H -0.58426 -0.58869 0.55829
H -1.55022 -0.74465 -0.92817
F 0.53442 -0.47074 3.16718
H 0.42600 0.49041 3.49188
*
```

---

Calculated E_tot in order - -20323.505 -155798.436 -12382.077 -26977.393 eV